No. 1
{"formula": "C6H8NO", "method": "ωB97M-V/def2-TZVPD", "charge": -1, "gap_ev": [5.5644, 7.4941], "homo_energy_ha": [-0.06722, -0.12127], "spin_multiplicity": 1, "species": ["O", "N", "C", "C", "C", "C", "C", "C", "H", "H", "H", "H", "H", "H", "H", "H"], "xyz": [[2.366, -1.658, 0.297], [1.515, -0.852, 0.807], [-1.110, -1.161, 0.245], [-1.101, -0.006, 1.138], [1.950, 0.905, -0.945], [-1.799, -1.298, -0.813], [-0.139, 1.021, 0.482], [1.165, 0.328, -0.001], [-1.666, -2.199, -1.365], [-2.120, 0.638, 1.376], [-0.725, -0.369, 2.169], [-0.611, 1.319, -0.459], [-2.429, -0.499, -1.251], [0.206, 1.774, 1.143], [1.787, 1.905, -1.446], [2.711, 0.150, -1.378]], "mulliken_charge": [-0.55, -0.08, -0.39, -0.27, -0.91, -0.69, -0.75, 0.40, 0.28, 0.27, 0.29, 0.24, 0.24, 0.38, 0.29, 0.23]}

=====

No. 2
{"formula": "C6H8NO2", "method": "ωB97M-V/def2-TZVPD", "charge": -1, "gap_ev": 5.8547, "homo_energy_ha": -0.06898, "spin_multiplicity": 1, "species": ["O", "O", "N", "C", "C", "C", "C", "C", "C", "H", "H", "H", "H", "H", "H", "H", "H"], "xyz": [[-0.152, 1.572, 0.975], [-1.655, 2.563, -0.510], [-2.270, -1.087, -0.270], [-1.133, -1.214, -0.654], [-0.772, 1.800, -0.166], [-3.390, -0.426, 0.257], [1.465, 0.695, -0.905], [2.394, -0.183, -0.091], [0.069, 0.715, -0.319], [-3.584, 0.381, -0.468], [3.304, -0.398, -0.648], [2.015, -1.114, 0.126], [-4.237, -0.933, 0.695], [2.658, 0.097, 0.963], [1.835, 1.731, -0.799], [1.465, 0.406, -1.896], [-2.821, 0.092, 1.092]], "mulliken_charge": [-0.49, -0.73, -0.23, -0.14, 0.36, -0.62, -0.47, -1.32, 0.21, 0.24, 0.35, 0.41, 0.24, 0.28, 0.31, 0.32, 0.26]}

=====

No. 3
{"formula": "C6H8NO4PS2", "method": "ωB97M-V/def2-TZVPD", "charge": 0, "gap_ev": 6.8289, "homo_energy_ha": -0.33012, "spin_multiplicity": 1, "species": ["S", "S", "P", "O", "O", "O", "O", "N", "C", "C", "C", "C", "C", "C", "H", "H", "H", "H", "H", "H", "H", "H"], "xyz": [[-0.784, -4.024, 0.328], [-1.217, -1.120, -1.550], [-0.133, -2.737, -0.990], [1.328, -2.220, -0.576], [3.241, -2.138, -3.302], [0.096, -3.589, -2.243], [1.743, -3.691, -4.384], [-1.242, -1.573, -4.644], [0.804, -2.752, -3.862], [2.282, -2.675, -3.718], [-0.329, -2.185, -4.332], [-0.672, 1.491, 0.573], [-0.988, 0.028, 1.056], [-1.937, -0.784, 0.074], [-2.034, -1.664, 0.798], [-0.058, 2.127, 1.315], [1.233, -2.128, 0.365], [-2.879, -0.222, -0.201], [-1.608, 0.109, 2.074], [-0.066, -0.474, 1.225], [-0.209, 1.464, -0.512], [-1.600, 2.140, 0.414]], "mulliken_charge": [-0.37, -0.19, 0.73, -0.49, -0.39, -0.50, -0.36, -0.33, 0.60, 0.43, 0.44, -1.04, -0.17, -0.49, 0.21, 0.31, 0.31, 0.37, 0.30, 0.11, 0.23, 0.29]}

=====

No. 4
{"formula": "C6H8NO9", "method": "ωB97M-V/def2-TZVPD", "charge": -1, "gap_ev": 7.8747, "homo_energy_ha": -0.17929, "spin_multiplicity": 1, "species": ["O", "O", "O", "O", "O", "O", "O", "O", "O", "N", "C", "C", "C", "C", "C", "C", "H", "H", "H", "H", "H", "H", "H", "H"], "xyz": [[-0.707, 0.790, 2.547], [0.840, -1.368, -0.892], [-0.584, -1.250, 3.249], [-1.731, 1.278, -1.774], [-1.357, 3.426, -1.577], [-1.752, 2.482, -3.582], [1.319, -3.468, -0.907], [-0.392, -2.739, -2.177], [0.914, 0.173, 3.892], [-0.141, -0.033, 3.244], [1.802, -1.392, 0.117], [0.559, -2.511, -1.471], [2.189, -2.898, 0.026], [-1.686, 2.451, -2.410], [-1.580, 1.459, -0.410], [-1.332, 2.973, -0.218], [-0.454, 3.222, 0.034], [2.228, -3.269, 1.007], [1.256, -1.155, 0.999], [3.136, -2.971, -0.249], [-0.692, 0.988, -0.125], [-2.074, 3.446, 0.421], [-2.440, 1.096, 0.200], [2.686, -0.728, 0.064]], "mulliken_charge": [-0.60, -0.29, -0.64, -0.34, -0.41, -0.55, -0.38, -0.55, -0.65, 0.90, 0.12, 0.68, -0.55, 0.66, 0.09, -0.37, 0.33, 0.38, -0.04, 0.36, 0.01, 0.26, 0.33, 0.28]}

=====

No. 5
{"formula": "C6H8O2", "method": "ωB97M-V/def2-TZVPD", "charge": 0, "gap_ev": 8.4141, "homo_energy_ha": -0.35607, "spin_multiplicity": 1, "species": ["O", "O", "C", "C", "C", "C", "C", "C", "H", "H", "H", "H", "H", "H", "H", "H"], "xyz": [[-1.853, 1.068, 0.007], [1.460, 1.617, -0.402], [1.223, -1.145, 0.778], [-0.866, -1.097, -0.790], [0.739, -0.836, -0.784], [0.067, 0.016, 0.875], [-1.267, -0.274, 0.336], [0.849, 0.557, -0.239], [2.206, -0.771, 1.102], [-0.854, 2.266, 0.745], [0.699, -1.949, 1.380], [-1.416, -2.131, -0.563], [-0.146, 0.630, 1.715], [-1.787, -0.906, 1.010], [-1.403, -0.557, -1.758], [1.369, -1.389, -1.528]], "mulliken_charge": [-0.64, -0.66, -0.83, -0.74, -0.25, -0.68, 0.49, 0.49, 0.37, 0.35, 0.32, 0.29, 0.37, 0.35, 0.30, 0.46]}

=====

No. 6
{"formula": "C6H8O2", "method": "ωB97M-V/def2-TZVPD", "charge": 0, "gap_ev": 8.4505, "homo_energy_ha": -0.28347, "smiles": "CC#CC/C(O)=C/O", "spin_multiplicity": 1, "species": ["O", "O", "C", "C", "C", "C", "C", "C", "H", "H", "H", "H", "H", "H", "H", "H"], "xyz": [[1.864, -0.290, 1.966], [2.612, 1.317, -0.173], [1.496, 0.530, -0.230], [1.142, -0.285, 0.789], [-0.746, 0.201, -1.065], [0.585, 0.681, -1.423], [-2.703, -0.776, 0.410], [-1.535, -0.185, -0.226], [-2.959, -0.219, 1.310], [-3.560, -0.746, -0.262], [0.515, 1.736, -1.709], [0.987, 0.117, -2.274], [-2.511, -1.817, 0.668], [0.555, -1.171, 0.607], [1.707, -1.114, 2.442], [2.552, 2.020, -0.830]], "mulliken_charge": [-0.50, -0.53, 0.31, -0.29, -0.18, -0.40, -1.25, 0.36, 0.32, 0.30, 0.36, 0.26, 0.27, 0.32, 0.35, 0.31]}

=====

No. 7
{"formula": "C6H8O2", "method": "ωB97M-V/def2-TZVPD", "charge": 0, "gap_ev": 10.1066, "homo_energy_ha": -0.34462, "spin_multiplicity": 1, "species": ["O", "O", "C", "C", "C", "C", "C", "C", "H", "H", "H", "H", "H", "H", "H", "H"], "xyz": [[0.125, -1.499, 1.589], [1.776, 0.732, 0.419], [0.439, 0.087, -1.386], [-0.600, -0.907, -0.765], [-1.702, 0.144, -0.484], [0.568, 1.096, -0.302], [-0.621, 0.761, 0.423], [-0.220, -0.738, 0.666], [-2.488, -0.164, 0.332], [-2.143, 0.552, -1.439], [1.905, 1.381, 1.216], [1.413, -0.401, -1.601], [-1.144, 1.510, 1.168], [0.614, 2.070, -0.873], [-0.666, -1.878, -1.225], [0.115, 0.407, -2.558]], "mulliken_charge": [-0.64, -0.58, -0.79, -0.36, -0.56, 0.18, -0.42, 0.50, 0.30, 0.30, 0.33, 0.35, 0.34, 0.32, 0.46, 0.26]}

=====

No. 8
{"formula": "C6H8O3", "method": "ωB97M-V/def2-TZVPD", "charge": 0, "gap_ev": 8.3596, "homo_energy_ha": -0.31669, "smiles": "C=C(C/C=C\\O)C(=O)O", "spin_multiplicity": 1, "species": ["O", "O", "O", "C", "C", "C", "C", "C", "C", "H", "H", "H", "H", "H", "H", "H", "H"], "xyz": [[-1.426, -0.340, 1.931], [0.965, 2.639, -1.432], [-2.015, 0.100, -0.225], [0.502, 1.000, 0.311], [-0.084, -1.274, 0.124], [-1.087, -0.255, 0.753], [0.319, 2.156, -0.350], [0.022, -2.532, 0.513], [0.876, -0.413, -0.586], [1.927, -0.666, -0.439], [1.646, 2.004, -1.708], [-2.890, 0.074, 0.189], [1.047, 0.996, 1.246], [0.561, -0.217, -1.612], [-0.448, 2.858, -0.045], [0.802, -3.182, 0.147], [-0.717, -2.949, 1.182]], "mulliken_charge": [-0.63, -0.47, -0.48, -0.65, 0.18, 0.80, 0.06, -1.00, -0.54, 0.35, 0.37, 0.33, 0.41, 0.33, 0.35, 0.31, 0.28]}